{
  "formula": "C6H9N",
  "method": "the ωB97M-V functional and the def2-TZVPD basis",
  "elements": ["N", "C", "C", "C", "C", "C", "C", "H", "H", "H", "H", "H", "H", "H", "H", "H"],
  "xyz": [[-2.6927, 0.0860, -1.0529], [-0.7920, 0.8950, 0.2072], [0.6235, 0.3422, 0.2835], [-1.8347, -0.1368, -0.1446], [0.8635, -0.8088, -0.2917], [1.0111, -1.9456, -0.9158], [1.7226, 1.1361, 0.9576], [1.2231, -1.9667, -1.9820], [-3.3408, -0.7007, -1.1303], [-1.8094, -1.0629, 0.4482], [-0.8489, 1.6856, -0.5504], [2.6968, 0.6781, 0.7620], [1.5862, 1.1776, 2.0460], [0.9109, -2.8970, -0.3998], [1.7581, 2.1708, 0.5952], [-1.0775, 1.3472, 1.1679]],
  "forces_ev_per_a": [[0.2, -0.2, 0.3], [-0.1, 0.1, 0.0], [0.0, -0.3, -0.2], [-0.1, 0.2, -0.1], [-0.1, 0.0, 0.0], [0.0, 0.1, 0.0], [0.0, 0.0, 0.0], [0.0, 0.0, 0.1], [0.1, 0.1, 0.0], [0.0, 0.1, -0.1], [0.0, 0.0, 0.2], [-0.2, 0.1, 0.0], [-0.1, 0.0, -0.2], [0.0, 0.1, 0.0], [-0.1, -0.2, 0.0], [0.1, -0.1, -0.1]],
  "spin_multiplicity": 1,
  "gap_ev": 10.3420,
  "smiles": "[H]/N=C/CC(C)=C=C",
  "total_energy_ha": -288.700506,
  "max_force_ev_per_a": 0.4,
  "homo_ha": -0.3420,
  "lumo_ev": 1.04
}